DFT (the ωB97M-V functional and the def2-TZVPD basis) results for a structure of composition C25H59AlN5O5 at a distorted geometry.

Element x y z (Å)
Al (-1.0546, 1.2090, 0.3521)
O (-2.7086, 3.8883, -0.9505)
O (7.1195, 2.2831, -3.9160)
O (3.8634, -0.3453, -2.5235)
O (-5.4171, -0.7194, 6.5271)
O (-2.6635, -1.3553, 5.2613)
N (-3.6395, 0.3660, 5.6189)
N (5.1299, -1.5253, -3.9761)
N (5.6638, 3.0013, -5.4983)
N (-4.6312, -2.3881, 4.7938)
N (-2.9615, -2.1212, 0.4387)
C (-1.2100, 3.1758, 0.9037)
C (-5.8432, -2.9854, 5.2985)
C (-2.9596, -1.8169, -0.9999)
C (-0.1663, 1.7836, -2.4645)
C (0.2516, 1.0218, -1.1871)
C (4.9177, -0.5149, -3.0957)
C (6.3893, -1.6849, -4.6589)
C (1.1362, -0.2325, 2.0256)
C (6.7150, 3.1500, -4.6653)
C (-0.3470, 0.2298, 1.9945)
C (-4.4071, -2.3511, 3.3569)
C (-3.3423, -0.3425, -1.2092)
C (1.3555, -1.7518, 2.2716)
C (5.2353, 4.0408, -6.4023)
C (4.0490, -2.4672, -4.1991)
C (4.9577, 1.7332, -5.4616)
C (-3.7101, -1.8499, 5.6219)
C (0.5933, -0.4785, -1.4319)
C (2.3511, -2.4030, 1.3035)
C (-4.8217, -0.2671, 5.5617)
C (-2.9545, 0.5417, -0.0043)
C (-2.9457, 0.8160, 4.4281)
C (0.6453, -0.9437, -2.8983)
C (-3.0052, 0.5292, 6.9105)
C (-1.5881, 4.2413, -0.1194)
H (-3.5679, 1.4610, -0.0359)
H (1.3876, -0.3655, -3.4670)
H (4.4942, 1.5771, -4.4868)
H (6.8621, -2.6406, -4.4159)
H (-0.7173, 4.4568, -0.7631)
H (-2.8426, 0.0070, -2.1271)
H (2.7607, -3.3451, 1.6992)
H (4.3793, -3.2140, -4.9199)
H (0.9419, -2.0034, -2.9580)
H (5.8839, 4.9081, -6.2810)
H (-0.2452, 3.4789, 1.3525)
H (0.6250, 1.8628, -3.2334)
H (1.6967, -1.9217, 3.3047)
H (1.6478, 0.0246, 1.0852)
H (6.2666, -1.6341, -5.7450)
H (5.7892, 0.1505, -2.9843)
H (1.6802, 0.3264, 2.8063)
H (3.7647, -2.9603, -3.2682)
H (3.1605, -1.9607, -4.5790)
H (-2.6959, -3.0862, 0.5903)
H (-0.5291, 0.9175, 2.8411)
H (-1.9949, -2.0452, -1.4799)
H (-5.2390, -2.8586, 2.8729)
H (-4.3521, -1.3295, 2.9796)
H (-2.7628, 1.8920, 4.4384)
H (1.1876, 1.5036, -0.8396)
H (1.8868, -2.6245, 0.3321)
H (-0.3273, -0.8402, -3.3992)
H (-1.9493, 3.1929, 1.7313)
H (-2.8348, -0.4396, 7.3828)
H (4.2082, 4.3489, -6.1953)
H (-0.1098, -1.1420, -0.8986)
H (-4.0018, -1.9111, 6.6835)
H (-6.7286, -2.4693, 4.9194)
H (-5.2071, -0.3622, 4.5337)
H (-5.8526, -2.9165, 6.3859)
H (-1.0347, 1.3190, -2.9577)
H (4.1841, 1.7257, -6.2269)
H (3.2001, -1.7353, 1.0980)
H (-3.7094, -2.4649, -1.4809)
H (-3.6288, 1.1237, 7.5807)
H (7.1806, 4.1472, -4.7253)
H (-1.9992, 0.2862, 4.3237)
H (1.5777, -0.6950, -0.9915)
H (-3.5487, 0.5763, 3.5522)
H (-1.8939, 5.2058, 0.3180)
H (-2.0492, 1.0276, 6.7638)
H (-0.4607, 2.8140, -2.2228)
H (-5.9124, -4.0397, 5.0174)
H (-4.4247, -0.2886, -1.4231)
H (0.3832, -2.2601, 2.1985)
H (7.0603, -0.8818, -4.3524)
H (-3.4740, -2.8462, 3.0869)
H (-3.3130, 0.0072, 0.8986)
H (-2.4933, 3.0502, -1.3634)
H (5.6544, 0.9128, -5.6450)
H (-0.9885, -0.6463, 2.2132)
H (-2.2656, -1.5519, 0.9115)
H (5.2942, 3.7096, -7.4417)

Properties
DFT total energy, Ha: -1880.25058
Total charge: -1
Gap between HOMO and LUMO, eV: 6.516
Energy relative to the best compared isomer or geometry (same formula, charge and spin), kcal/mol: 85.52